{"formula": "C24H60CoGeNO5Si4Te", "method": "ωB97M-V/def2-TZVPD", "species": ["Co", "C", "C", "C", "C", "O", "Ge", "O", "C", "C", "C", "C", "O", "C", "C", "C", "C", "H", "H", "H", "H", "H", "H", "H", "H", "H", "H", "H", "H", "H", "H", "H", "H", "H", "H", "H", "H", "H", "H", "H", "H", "H", "H", "H", "N", "C", "C", "C", "O", "O", "H", "H", "H", "H", "H", "H", "C", "Si", "C", "C", "Si", "Te", "Si", "C", "C", "C", "Si", "C", "C", "C", "H", "H", "H", "H", "H", "H", "H", "H", "H", "H", "H", "H", "H", "H", "H", "H", "H", "H", "H", "H", "H", "H", "H", "H", "H", "H", "H"], "coordinates": [[-0.655496, 1.682278, 0.167176], [-3.046092, 5.183353, -1.299482], [-3.113085, 3.838145, -0.585716], [-3.639542, 4.014187, 0.830380], [-3.977757, 2.863033, -1.371602], [-1.780340, 3.282331, -0.507613], [-0.208457, 3.867252, -1.410843], [-0.074358, 1.934408, -1.679228], [-0.011703, 1.214381, -2.924491], [1.464541, 1.037366, -3.255336], [-0.746631, -0.106563, -2.767326], [-0.687489, 2.050782, -4.009221], [0.620628, 3.285132, 0.225841], [1.651901, 3.989066, 0.949776], [2.448760, 4.839009, -0.034604], [0.996571, 4.889557, 1.997565], [2.587801, 2.991306, 1.615992], [-4.048350, 5.606280, -1.376871], [-2.652991, 5.077356, -2.312550], [-2.421664, 5.898463, -0.757651], [-4.579629, 4.566618, 0.819879], [-2.929600, 4.574295, 1.444292], [-3.844719, 3.041689, 1.281367], [-5.010397, 3.215644, -1.407720], [-3.969618, 1.874094, -0.915171], [-3.611358, 2.782014, -2.396775], [1.965001, 0.408863, -2.514000], [1.961594, 2.008941, -3.266927], [1.594665, 0.579526, -4.237809], [-0.204871, -0.790120, -2.106892], [-0.855793, -0.597921, -3.736126], [-1.733520, 0.057800, -2.337436], [-0.175024, 3.002549, -4.161363], [-1.727988, 2.248874, -3.745176], [-0.674427, 1.512621, -4.957571], [1.852409, 5.655188, -0.444216], [2.819879, 4.229787, -0.860839], [3.307824, 5.278819, 0.473534], [0.186617, 5.467990, 1.549663], [1.724247, 5.592938, 2.404467], [0.599975, 4.320437, 2.841970], [3.091368, 2.369756, 0.874875], [2.063251, 2.336748, 2.317570], [3.346544, 3.526585, 2.187785], [-0.924692, 2.016395, 2.061158], [-1.992526, 1.411749, 2.896463], [-2.309438, 0.009845, 2.391555], [-2.786299, 0.129759, 0.937402], [-3.962064, 0.122757, 0.661753], [-1.822365, 0.215493, 0.042006], [-0.020959, 1.847724, 2.494676], [-1.029214, 3.029418, 2.037643], [-2.877039, 2.040920, 2.813322], [-1.681348, 1.422898, 3.942180], [-3.086621, -0.438401, 3.007056], [-1.414196, -0.616935, 2.429720], [0.374609, -3.098636, 3.622369], [1.823778, -3.166832, 2.423097], [2.570061, -4.887674, 2.388170], [3.140031, -1.935479, 2.962766], [0.907760, -2.631585, 0.257306], [1.212065, -0.147020, 0.492897], [2.533939, -3.257497, -1.380895], [2.060275, -2.741438, -3.120360], [4.199501, -2.528886, -0.899580], [2.582802, -5.139140, -1.311188], [-1.141589, -3.797311, -0.136736], [-1.541430, -3.768140, -1.968303], [-2.593393, -3.192998, 0.873116], [-0.704651, -5.543410, 0.414651], [0.730666, -3.244231, 4.644922], [-0.363058, -3.874995, 3.413766], [-0.133481, -2.132761, 3.579612], [2.881045, -5.128495, 3.408796], [3.453910, -4.947429, 1.752429], [1.860852, -5.652248, 2.071268], [3.508179, -2.230357, 3.948839], [2.756795, -0.918127, 3.050120], [3.993167, -1.917178, 2.282453], [2.236013, -1.684241, -3.303220], [1.021599, -2.966896, -3.362949], [2.692966, -3.308216, -3.809569], [4.141377, -1.448093, -0.755865], [4.938078, -2.718382, -1.681439], [4.577120, -2.973909, 0.022984], [1.835901, -5.569690, -1.980031], [2.435574, -5.554865, -0.315674], [3.565566, -5.465511, -1.661499], [-1.628052, -2.749142, -2.347451], [-2.500096, -4.265448, -2.133055], [-0.789175, -4.299113, -2.553867], [-2.950651, -2.233250, 0.509718], [-2.357434, -3.123114, 1.935761], [-3.413075, -3.907099, 0.761716], [0.112049, -5.981430, -0.159521], [-1.581655, -6.180397, 0.274358], [-0.443898, -5.581808, 1.473606]], "forces_ev_per_a": [[0.6971, -0.2621, -0.0140], [-0.0070, 0.0349, 0.0604], [0.0138, -0.1990, -0.1299], [-0.0877, -0.0524, -0.0027], [-0.0817, 0.0569, -0.0270], [0.2768, 0.1706, 0.3632], [-0.1243, -0.2490, -0.1091], [0.0100, -0.1612, 0.1178], [-0.0620, 0.1176, -0.0849], [0.0116, -0.0657, -0.0983], [0.0468, -0.0800, -0.0502], [-0.0665, -0.0333, 0.0072], [-0.1386, -0.2775, -0.1642], [-0.1053, 0.0209, 0.0967], [0.0686, 0.0200, 0.0095], [0.0542, 0.0500, 0.0052], [-0.0001, -0.0077, -0.0079], [0.0098, -0.0113, 0.0017], [-0.0145, -0.0177, -0.0068], [0.0112, -0.0221, 0.0186], [-0.0092, -0.0071, 0.0018], [0.0187, 0.0069, -0.0116], [0.0361, 0.0122, -0.0096], [0.0043, -0.0035, -0.0100], [0.0165, 0.0040, 0.0160], [-0.0048, 0.0012, 0.0005], [-0.0342, 0.0212, 0.0366], [-0.0011, 0.0100, -0.0122], [-0.0048, -0.0334, 0.0148], [-0.0053, 0.0445, 0.0130], [0.0654, 0.0156, -0.0155], [0.0022, 0.0028, -0.0490], [0.0281, 0.0018, 0.0138], [-0.0007, -0.0134, 0.0073], [-0.0010, 0.0126, 0.0014], [-0.0289, -0.0046, 0.0041], [-0.0091, -0.0264, 0.0104], [-0.0128, 0.0151, -0.0098], [0.0042, 0.0058, -0.0224], [0.0033, -0.0119, 0.0159], [-0.0230, -0.0359, -0.0288], [-0.0118, 0.0124, -0.0005], [-0.0295, 0.0059, -0.0174], [0.0090, 0.0062, -0.0005], [-0.0241, 0.1899, 0.2246], [-0.1100, -0.1898, -0.0759], [0.0015, 0.2910, -0.1100], [0.2188, -0.1656, 0.3306], [-0.0683, -0.0723, -0.0025], [-0.2933, 0.5542, -0.2447], [-0.0241, 0.0236, 0.0269], [-0.0132, -0.0082, 0.0326], [0.0061, -0.0395, 0.0019], [-0.0045, -0.0781, -0.0211], [-0.0499, 0.0036, -0.0651], [-0.0085, -0.0062, -0.0002], [0.1353, -0.0177, -0.0722], [-0.0832, 0.0813, -0.0458], [-0.0506, 0.1199, 0.0913], [-0.0561, -0.1196, -0.0093], [-0.1471, -0.2047, 0.0822], [-0.0219, 0.3744, -0.1671], [0.0931, 0.0092, 0.0418], [0.0720, -0.0783, 0.1217], [-0.1341, -0.0364, -0.0165], [0.0344, 0.1359, -0.0325], [-0.0133, 0.0317, 0.0217], [0.0202, 0.0062, 0.1273], [0.1547, -0.0676, -0.0969], [-0.0287, 0.0832, -0.0654], [-0.0004, -0.0077, 0.0182], [-0.0122, -0.0063, -0.0216], [0.0092, 0.0019, 0.0129], [0.0190, -0.0342, -0.0007], [0.0041, 0.0255, -0.0185], [-0.0088, 0.0031, -0.0196], [0.0202, -0.0320, 0.0050], [-0.0140, 0.0067, 0.0109], [-0.0130, 0.0131, -0.0225], [-0.0096, 0.0759, -0.0044], [-0.0146, -0.0006, 0.0315], [0.0009, 0.0177, -0.0285], [0.0069, 0.0127, 0.0030], [-0.0086, -0.0309, -0.0326], [-0.0195, 0.0040, 0.0239], [-0.0362, -0.0087, 0.0153], [0.0164, 0.0257, 0.0050], [0.0000, -0.0223, -0.0345], [-0.0021, -0.0019, 0.0037], [-0.0137, -0.0195, 0.0030], [0.0189, 0.0148, -0.0054], [-0.0563, 0.0253, 0.0180], [-0.0074, 0.0510, 0.0134], [0.0010, -0.0303, -0.0001], [0.0164, 0.0171, 0.0108], [-0.0257, -0.0016, -0.0104], [0.0002, 0.0075, 0.0128]], "molar_mass_g_mol": 814.2, "lumo_ev": [-2.93, -5.44], "total_charge": 1, "s2": 0.962, "multiplicity": 2}

=====

{"formula": "C24H60F2O30P6", "method": "ωB97M-V/def2-TZVPD", "species": ["O", "C", "O", "C", "C", "F", "O", "H", "H", "H", "O", "C", "O", "C", "C", "F", "O", "H", "H", "H", "C", "O", "P", "O", "O", "C", "O", "C", "H", "H", "H", "H", "H", "H", "H", "H", "H", "C", "O", "P", "O", "O", "C", "O", "C", "H", "H", "H", "H", "H", "H", "H", "H", "H", "C", "O", "P", "O", "O", "C", "O", "C", "H", "H", "H", "H", "H", "H", "H", "H", "H", "C", "O", "P", "O", "O", "C", "O", "C", "H", "H", "H", "H", "H", "H", "H", "H", "H", "C", "O", "P", "O", "O", "C", "O", "C", "H", "H", "H", "H", "H", "H", "H", "H", "H", "C", "O", "P", "O", "O", "C", "O", "C", "H", "H", "H", "H", "H", "H", "H", "H", "H"], "coordinates": [[-7.841087, 2.966462, 0.031280], [-7.186827, 1.958482, -0.316930], [-6.492007, 1.155222, 0.541440], [-5.717307, 0.164462, -0.100080], [-5.580297, 0.815152, -1.490860], [-5.643897, -0.059548, -2.526930], [-6.720327, 1.752702, -1.567140], [-4.725787, -0.045228, 0.301190], [-6.217997, -0.763128, -0.377560], [-4.643397, 1.367872, -1.560320], [4.566723, -1.288348, 5.192030], [4.561533, -0.390898, 4.330560], [3.513423, 0.365402, 4.009840], [3.851263, 1.153152, 2.830310], [5.314643, 1.423892, 3.104310], [5.389423, 2.484902, 3.864440], [5.628993, 0.213602, 3.839830], [3.651633, 0.539332, 1.951980], [3.246783, 2.059962, 2.850250], [5.920623, 1.581182, 2.212040], [6.149633, 0.062462, -0.745720], [4.840543, 0.113322, -1.301070], [4.027273, 1.456572, -1.697550], [3.350693, 2.243592, -0.612320], [5.056043, 2.260742, -2.671420], [5.585003, 3.549862, -2.341460], [2.881193, 0.899432, -2.659980], [2.198403, 1.701572, -3.508340], [6.313143, -0.655288, 0.058150], [6.427103, 1.045282, -0.364700], [6.748983, -0.295548, -1.582810], [5.407933, 4.202482, -3.196340], [6.665723, 3.477992, -2.219030], [5.135623, 4.056072, -1.487110], [1.122963, 1.683872, -3.331650], [2.377043, 1.458302, -4.555730], [2.380223, 2.773412, -3.429620], [-1.689957, -0.356578, 2.391130], [-2.050507, 0.294042, 1.201990], [-1.810807, -0.411068, -0.224920], [-2.814177, -1.396598, -0.660880], [-1.782227, 0.866362, -1.229110], [-2.115987, 0.783422, -2.605970], [-0.214877, -0.897758, -0.350490], [0.628443, 0.092832, -0.001040], [-1.489407, -1.422468, 2.282630], [-2.472507, -0.201468, 3.133850], [-0.951047, 0.107122, 3.044650], [-1.171887, 0.992402, -3.109080], [-2.793247, 1.574932, -2.926800], [-2.454047, -0.201388, -2.928400], [1.485403, -0.226338, 0.592140], [0.128983, 0.800692, 0.660450], [0.973843, 0.618152, -0.891450], [1.763713, -5.757608, 3.091710], [2.373203, -4.829618, 2.199770], [1.691643, -3.428228, 1.649890], [0.193683, -3.554408, 1.506340], [2.157063, -2.250478, 2.689850], [1.373943, -2.062728, 3.879650], [2.531953, -3.068408, 0.283320], [2.545323, -3.877818, -0.768600], [1.516783, -6.735398, 2.678120], [0.830593, -5.376098, 3.506240], [2.343743, -5.885878, 4.005610], [0.827433, -1.119708, 3.868080], [1.719043, -2.201618, 4.904220], [0.574063, -2.801188, 3.825300], [3.270913, -4.653898, -0.525050], [2.950403, -3.361568, -1.638940], [1.582343, -4.272398, -1.092750], [-1.384307, 4.524452, -5.810370], [-2.254927, 5.401492, -5.056800], [-2.138307, 5.478252, -3.425300], [-1.694497, 4.184902, -2.853920], [-1.205967, 6.768192, -3.117780], [0.250863, 6.573172, -3.027760], [-3.676677, 6.087922, -3.046980], [-4.547157, 5.424552, -2.112670], [-1.210407, 5.016522, -6.767300], [-1.819797, 3.525472, -5.832620], [-0.386997, 4.425172, -5.381860], [0.873543, 6.613652, -3.921480], [0.350913, 5.604702, -2.537710], [0.697723, 7.180132, -2.240350], [-5.043387, 6.055582, -1.375340], [-4.138337, 4.530322, -1.642220], [-5.329107, 5.101172, -2.799750], [-4.235547, -0.064388, 5.905330], [-3.236437, -0.015508, 6.961490], [-2.086927, -1.192358, 7.033540], [-1.201457, -1.240608, 5.812900], [-1.305477, -0.943348, 8.444820], [-1.965357, -1.202588, 9.648310], [-3.000167, -2.594258, 7.249360], [-2.306287, -3.801688, 7.135720], [-4.130067, 0.766412, 5.207660], [-5.289187, -0.149848, 6.171100], [-4.142247, -1.014508, 5.379340], [-2.893197, -0.637028, 9.562520], [-1.434297, -0.925378, 10.558930], [-2.266887, -2.242288, 9.775680], [-2.286677, -4.273488, 6.153310], [-2.737067, -4.525408, 7.827650], [-1.249617, -3.597728, 7.308720], [-1.730887, -3.637378, -4.056920], [-0.366677, -3.748238, -4.106960], [0.634053, -2.574438, -4.742430], [0.614383, -1.115828, -4.398770], [0.630553, -2.860008, -6.377410], [-0.545557, -2.650828, -7.122540], [2.132623, -3.200118, -4.488940], [3.338463, -2.507588, -4.826800], [-2.013127, -4.332898, -4.847300], [-2.133587, -2.633358, -4.190630], [-2.001957, -4.096678, -3.106310], [-1.158227, -1.939628, -6.568540], [-1.173397, -3.534508, -7.236630], [-0.309047, -2.101778, -8.033970], [3.234693, -1.766778, -5.619590], [3.996163, -3.257878, -5.265640], [4.079783, -2.151798, -4.111290]], "forces_ev_per_a": [[1.6972, -4.3925, -1.2313], [0.4902, 4.0300, 1.1842], [-1.1594, -0.1725, 1.3870], [-0.1342, 0.3441, -2.9538], [-0.0844, 0.7029, 0.1858], [-0.2482, 0.2476, 0.3797], [0.6458, -1.2115, -0.0700], [-0.3985, 0.3315, 0.5413], [-0.4905, -0.2325, 0.9951], [-0.1954, 0.2904, -0.3958], [0.0466, 2.4446, -3.3782], [-0.8232, -1.0803, 4.2886], [-1.4392, -0.3521, -0.9374], [-0.5935, -0.4181, 0.6216], [-1.6754, -2.4047, -1.0795], [0.8234, 1.6117, 1.6620], [2.9912, 0.6758, -1.3153], [0.0872, 0.1929, -0.1179], [0.0883, -0.1768, -0.1222], [0.3616, -0.5381, 0.2674], [0.4346, 0.3398, -0.7120], [-1.9230, 0.6607, -0.0634], [-0.9756, 0.5045, 0.7038], [1.9722, -0.8008, -0.9831], [-0.8538, -0.5471, 1.1932], [0.1824, 0.6358, -0.5200], [2.6545, -1.8430, 1.6424], [-1.9278, 2.2378, -2.0028], [-0.9181, -0.1127, 0.0646], [0.3687, 0.0038, -0.2269], [0.5779, 0.4708, 0.2216], [-0.0230, -0.0982, -0.1066], [-0.0575, -0.1592, 0.1644], [-0.1702, -0.5559, 0.1948], [-0.0593, -0.6559, 0.1154], [0.0513, -0.3542, 0.0557], [0.6797, 0.1587, 0.3693], [-0.5006, -0.6495, 2.3278], [0.5706, 0.1108, -1.7743], [1.1996, 0.3750, -2.1282], [0.5999, 0.0429, 0.6807], [-0.7239, -0.3605, 1.9979], [1.0789, -0.0189, -0.8089], [-4.5088, -2.0687, 0.2807], [2.0627, 2.7883, 0.8889], [0.0691, 0.0714, -0.1206], [-0.9136, -0.5235, -0.4865], [1.1215, 0.3701, -1.1645], [-0.0715, -0.1327, -0.3444], [-0.2101, -0.0581, 0.4823], [-0.1996, 0.0217, 0.3127], [0.1152, -0.6142, -0.2571], [0.1789, 0.4750, -0.0937], [0.1768, 0.1431, 0.1224], [-1.0770, 0.4509, 1.1458], [0.0245, 1.2597, -1.0127], [-1.5642, -0.5736, 0.3573], [2.6812, 0.2239, 0.1824], [0.8228, -0.8711, -1.0845], [-2.6660, -0.6660, 0.0286], [-1.3817, 2.7926, 5.7614], [0.9041, -2.5869, -3.0312], [0.4397, 0.2178, -0.5603], [-0.2954, 0.2439, -0.4281], [0.6895, -0.0162, -0.3878], [0.5053, 0.1855, -0.3028], [1.6027, 0.0408, -0.5796], [-0.3139, 0.0058, 0.0491], [-0.2462, -0.7106, -0.4855], [-0.0266, 0.3311, 0.0693], [-0.1574, -0.1364, 0.3387], [0.2264, 0.3667, 0.5456], [0.2084, 0.2503, 1.3602], [-1.7831, 0.6090, -0.6845], [-0.4509, 1.0864, -0.0288], [0.4359, -0.4188, -0.5049], [-0.4642, -1.3337, 1.6849], [3.6926, -0.5864, -0.0997], [-0.9426, -0.9411, -1.2453], [-0.5200, -0.3692, -0.1404], [-0.0489, 0.1646, -0.4294], [-0.0421, 0.0685, 0.4355], [-0.7802, 0.2225, -0.3577], [0.2966, -0.4407, -0.5199], [-0.5740, 0.8626, -0.3706], [0.7271, 0.4917, -0.0955], [0.3979, 0.2358, -0.0007], [-0.4019, -0.3642, 0.4531], [0.2180, -1.1727, -0.8228], [0.4317, -1.3466, 0.5400], [-0.3771, -0.3138, -1.4767], [-1.4060, 0.0116, 2.5371], [0.3029, -0.3651, -2.5885], [-2.1037, -0.0490, 0.8010], [0.3160, 3.1347, -0.3807], [1.3164, -0.9006, -0.0939], [0.3314, -0.0133, 0.2706], [0.2146, 0.5875, 1.2498], [0.4960, 0.1132, -0.4270], [-0.1926, 0.0804, 0.7679], [0.4927, 0.3549, -0.5875], [0.2591, -0.2046, -0.2893], [-0.6195, 0.4161, -0.3556], [0.1964, 0.1741, 0.1788], [0.1652, -0.4872, 0.5375], [-1.6514, -1.0888, -0.0988], [5.3013, 2.8137, -0.7148], [2.2483, -0.3772, -0.9849], [-1.1991, -2.2026, -0.2166], [0.1896, -0.2629, 1.7097], [-0.9165, 1.3647, 0.6428], [-1.5510, 0.3890, 0.9418], [1.1205, -0.6911, -1.6903], [-1.0801, 0.3111, -0.1045], [0.0069, -0.0651, 0.1228], [-0.5034, 0.4543, 0.0321], [-0.3711, 0.1877, 0.0047], [0.4682, -0.2332, -0.3711], [0.1033, -0.6348, -0.2420], [-0.4949, 0.1733, 0.2762], [-0.3712, -0.4742, -0.4675], [-1.3071, 0.4721, 1.3006]], "molar_mass_g_mol": 1052.6, "lumo_ev": 0.26, "smiles": "O=C1OC[C@@H](F)O1.O=C1OC[C@@H](F)O1.COP(=O)(OC)OC.COP(=O)(OC)OC.COP(=O)(OC)OC.COP(=O)(OC)OC.COP(=O)(OC)OC.COP(=O)(OC)OC"}

=====

These records have total energy values of -6267.06308; -5455.88115 Eh, in the order they appear.
These records have ΔE to the lowest compared entry with this formula, charge and spin values of 37.8; 625.8 kJ/mol, in the order they appear.